<a>
Here is one molecule with the formula C22H27N3O6S from OMol25. Energies are from ωB97M-V/def2-TZVPD.

Each line ends with the natural charge from an NBO analysis.
CARTESIAN COORDINATES (ANGSTROEM)
C1 1.7468 -0.2764 -3.5709  -0.25
O1 0.5449 -0.4463 -2.8595  -0.51
C2 -0.6138 -0.0405 -3.4208  0.38
C3 -0.7387 0.5319 -4.6833  -0.30
C4 -1.9806 0.9093 -5.1642  -0.18
C5 -3.1194 0.7214 -4.4034  -0.24
C6 -3.0099 0.1533 -3.1458  -0.19
C7 -1.7730 -0.2196 -2.6461  0.05
N1 -1.6731 -0.8136 -1.3609  -0.44
C8 -1.2971 -2.2142 -1.2951  -0.31
C9 0.1902 -2.5342 -1.0672  0.69
O2 0.6609 -3.5687 -1.5045  -0.65
N2 0.8532 -1.6635 -0.3038  -0.64
C10 2.2442 -1.8192 0.0339  -0.26
C11 2.4510 -2.2289 1.5072  0.11
C12 1.7280 -3.5342 1.8624  -0.45
C13 0.3910 -3.0599 2.4380  -0.42
C14 0.6411 -1.5907 2.8121  -0.08
O3 1.9617 -1.2543 2.4088  -0.55
C15 -1.9631 -0.1592 -0.2231  0.69
O4 -1.9207 -0.6937 0.8761  -0.66
C16 -2.3458 1.3188 -0.3165  -0.35
N3 -1.8045 2.0100 0.8411  -0.82
S1 -0.1626 2.3082 0.5542  2.29
O5 -0.1025 3.3951 -0.3753  -0.93
O6 0.4901 1.0877 0.1522  -0.98
C17 0.4053 2.8129 2.1645  -0.27
C18 -0.0387 4.0269 2.6534  -0.19
C19 0.3617 4.4281 3.9165  -0.22
C20 1.1957 3.6116 4.6669  -0.18
C21 1.6340 2.3985 4.1606  -0.20
C22 1.2377 1.9892 2.8963  -0.21
H1 2.5229 -0.6857 -2.9274  0.21
H2 1.7335 -0.8284 -4.5160  0.18
H3 1.9512 0.7816 -3.7612  0.18
H4 0.1339 0.6916 -5.2958  0.22
H5 -2.0529 1.3528 -6.1456  0.22
H6 -4.0862 1.0105 -4.7838  0.22
H7 -3.8876 -0.0086 -2.5383  0.22
H8 -1.6061 -2.7100 -2.2175  0.23
H9 -1.8424 -2.6600 -0.4547  0.25
H10 0.4538 -0.7657 -0.0660  0.44
H11 2.7522 -0.8663 -0.1372  0.20
H12 2.6694 -2.5948 -0.6092  0.23
H13 3.5323 -2.2961 1.6795  0.18
H14 2.2986 -4.0795 2.6147  0.21
H15 1.6009 -4.1669 0.9875  0.23
H16 -0.3988 -3.1220 1.6928  0.21
H17 0.0935 -3.6478 3.3044  0.21
H18 0.5855 -1.4189 3.8923  0.17
H19 -0.0847 -0.9379 2.3158  0.19
H20 -1.9392 1.7985 -1.2063  0.24
H21 -3.4354 1.4198 -0.3074  0.24
H22 -1.8963 1.3976 1.6483  0.41
H23 -0.6797 4.6335 2.0344  0.24
H24 0.0265 5.3734 4.3154  0.22
H25 1.5072 3.9266 5.6518  0.22
H26 2.2849 1.7669 4.7450  0.22
H27 1.5689 1.0499 2.4809  0.27

The SMILES is COc1ccccc1N(CC(=O)NC[C@@H]1CCCO1)C(=O)CNS(=O)(=O)c1ccccc1. As for the charge: 0. The HOMO-LUMO gap comes out at 9.36 eV.

<b>
Here is one molecule with the formula C22H27N3O6S from OMol25. Energies are from ωB97M-V/def2-TZVPD.

Each line ends with the natural charge from an NBO analysis.
CARTESIAN COORDINATES (ANGSTROEM)
C1 -1.1286 -0.4555 2.5850  -0.27
O1 -1.0589 -0.7212 1.1974  -0.53
C2 -0.4780 -1.8818 0.7842  0.28
C3 0.1421 -2.8138 1.6040  -0.26
C4 0.7261 -3.9385 1.0499  -0.17
C5 0.6958 -4.1592 -0.3145  -0.23
C6 0.0650 -3.2457 -1.1389  -0.20
C7 -0.5125 -2.1121 -0.5975  0.14
N1 -1.2341 -1.2014 -1.4236  -0.45
C8 -2.6461 -1.5052 -1.5920  -0.31
C9 -3.4930 -0.9606 -0.4307  0.68
O2 -3.9537 -1.6784 0.4311  -0.62
N2 -3.6787 0.3687 -0.4942  -0.64
C10 -4.4904 1.0667 0.4756  -0.25
C11 -3.9989 2.4827 0.8184  0.09
C12 -3.8064 3.3696 -0.4279  -0.44
C13 -2.2847 3.4112 -0.6361  -0.45
C14 -1.7273 2.6028 0.5456  -0.07
O3 -2.7629 2.4915 1.5016  -0.53
C15 -0.7489 -0.0373 -1.8826  0.70
O4 -1.4569 0.7874 -2.4455  -0.66
C16 0.7464 0.1882 -1.6911  -0.33
N3 1.0918 0.4909 -0.3171  -0.88
S1 2.3246 -0.3802 0.3948  2.32
O5 2.5747 -1.5972 -0.3254  -0.94
O6 2.0320 -0.4420 1.7982  -0.95
C17 3.6943 0.7344 0.1332  -0.35
C18 4.6024 0.4764 -0.8734  -0.13
C19 5.6381 1.3703 -1.0938  -0.23
C20 5.7474 2.5063 -0.3076  -0.19
C21 4.8285 2.7539 0.7011  -0.21
C22 3.7922 1.8625 0.9234  -0.17
H1 -0.1239 -0.3709 3.0084  0.20
H2 -1.6543 0.4953 2.6699  0.22
H3 -1.6961 -1.2348 3.0992  0.19
H4 0.1905 -2.6561 2.6683  0.23
H5 1.2159 -4.6484 1.6988  0.22
H6 1.1612 -5.0356 -0.7368  0.22
H7 0.0213 -3.3985 -2.2072  0.22
H8 -2.7615 -2.5900 -1.6248  0.23
H9 -2.9787 -1.0585 -2.5330  0.23
H10 -3.2489 0.8883 -1.2481  0.42
H11 -4.5014 0.4529 1.3805  0.24
H12 -5.5214 1.1500 0.1053  0.19
H13 -4.7317 2.9085 1.5135  0.20
H14 -4.1961 4.3684 -0.2359  0.22
H15 -4.3331 2.9615 -1.2883  0.21
H16 -1.9846 2.9574 -1.5789  0.24
H17 -1.9170 4.4356 -0.6133  0.21
H18 -0.8809 3.0852 1.0381  0.19
H19 -1.4208 1.6047 0.2126  0.16
H20 1.3012 -0.7083 -1.9878  0.24
H21 1.0403 1.0319 -2.3269  0.22
H22 0.3027 0.5581 0.3114  0.43
H23 4.4891 -0.4234 -1.4569  0.23
H24 6.3584 1.1805 -1.8750  0.22
H25 6.5554 3.2019 -0.4793  0.22
H26 4.9214 3.6388 1.3124  0.22
H27 3.0647 2.0156 1.7040  0.23

The SMILES is COc1ccccc1N(CC(=O)NC[C@@H]1CCCO1)C(=O)CNS(=O)(=O)c1ccccc1. As for the charge: 0. The HOMO-LUMO gap comes out at 9.31 eV.

Stability check: which of them is least stable? <b>.

<a>
Here is C6H9N3 as an isolated structure from OMol25. Energies are from ωB97M-V/def2-TZVPD.

Each line ends with the natural charge from an NBO analysis.
CARTESIAN COORDINATES (ANGSTROEM)
C1 -2.4076 0.3459 0.2476  -0.61
C2 -0.8031 0.2175 -0.0980  -0.02
C3 0.0717 -0.8555 0.3055  -0.16
C4 1.4472 -0.9227 -0.1801  -0.06
C5 2.5464 -0.0350 0.4904  -0.29
C6 -0.0911 1.4847 -0.3335  0.00
H1 -2.6192 1.3461 -0.3558  0.24
H2 -2.5087 0.2953 1.5491  0.24
H3 -3.1551 -0.8050 -0.2028  0.21
H4 -1.4792 -1.6394 -1.0183  0.36
H5 0.0422 -1.4798 1.2794  0.23
H6 1.3937 -1.8059 -1.2074  0.25
H7 3.5862 -0.0893 0.9794  0.24
H8 2.0066 0.4963 1.2155  0.18
H9 -0.5169 2.6000 -0.3782  0.22
N1 -0.5529 -0.9562 -1.0297  -0.56
N2 1.8116 0.2188 -0.7998  -0.28
N3 1.2283 1.5841 -0.4635  -0.21

As for the charge: 0. The HOMO-LUMO gap comes out at 9.66 eV.

<b>
Here is one molecule with the formula C6H9N3 from OMol25. Energies are from ωB97M-V/def2-TZVPD.

Each line ends with the natural charge from an NBO analysis.
CARTESIAN COORDINATES (ANGSTROEM)
C1 0.5306 3.4759 -0.3917  -0.24
C2 0.8142 2.3367 -0.1451  -0.01
C3 1.3585 0.9780 0.0497  -0.54
C4 0.2943 -0.1657 0.2135  0.49
N1 0.0353 -0.4757 1.4348  -0.54
C5 -0.8144 -1.5092 1.8787  -0.02
C6 -1.0147 -2.6765 1.1979  -0.48
N2 -0.2716 -0.5689 -1.0143  -0.46
N3 -0.3693 0.2162 -2.1796  -0.65
H1 0.0592 4.4024 -0.5331  0.23
H2 2.0487 0.7225 -0.7183  0.24
H3 1.8191 0.9966 1.0854  0.27
H4 -1.1355 -1.5123 3.0945  0.21
H5 -1.5322 -3.4921 1.6810  0.21
H6 -0.6658 -2.8367 0.0642  0.19
H7 -0.9858 -1.2078 -0.8595  0.38
H8 0.3763 0.1582 -2.8793  0.36
H9 -0.5468 1.1585 -1.9786  0.36

The SMILES is C#CC/C(=N/C=C)NN. As for the charge: 0. The HOMO-LUMO gap comes out at 9.44 eV.

Stability check: which of them is least stable? <a>.

<a>
Here is one molecule with the formula C6H9N3 from OMol25. Energies are from ωB97M-V/def2-TZVPD.

Each line ends with the natural charge from an NBO analysis.
CARTESIAN COORDINATES (ANGSTROEM)
C1 -1.4623 -1.2661 0.8090  -0.69
C2 -2.3816 -0.7020 -0.2377  0.09
N1 -2.1718 -0.4100 -1.4551  -0.24
N2 -0.9577 0.0723 -1.6585  -0.18
C3 -0.6516 0.8489 -0.6913  0.11
C4 -1.5593 1.3605 0.2831  0.20
N3 -2.1873 1.9327 1.0594  -0.28
C5 0.7067 1.5081 -0.6716  -0.43
C6 1.8192 0.4668 -0.5404  -0.60
H1 -0.4180 -1.2848 0.5025  0.23
H2 -1.7959 -2.2900 0.9962  0.24
H3 -1.5565 -0.7203 1.7447  0.24
H4 -3.4294 -0.9137 -0.0163  0.20
H5 0.8349 2.0493 -1.6130  0.24
H6 0.7598 2.2289 0.1465  0.22
H7 1.7534 -0.0449 0.4187  0.20
H8 2.7944 0.9425 -0.6059  0.22
H9 1.7360 -0.2677 -1.3375  0.22

The SMILES is C/C=N\N=C(/C#N)CC. As for the charge: 0. The HOMO-LUMO gap comes out at 9.51 eV.

<b>
Here is one molecule with the formula C6H9N3 from OMol25. Energies are from ωB97M-V/def2-TZVPD.

Each line ends with the natural charge from an NBO analysis.
CARTESIAN COORDINATES (ANGSTROEM)
C1 0.2645 -1.4320 -1.7994  -0.69
C2 -0.1233 -1.0279 -0.4136  0.29
N1 0.6544 -1.5318 0.6059  -0.77
C3 -1.4583 -0.5595 -0.1348  -0.06
N2 -1.5757 0.5120 0.6085  -0.37
C4 -0.3758 1.1936 0.5353  0.02
C5 0.1860 1.7841 1.7863  -0.64
C6 0.0888 1.6724 -0.7081  0.22
N3 0.5233 2.0462 -1.7166  -0.38
H1 -0.6244 -1.6742 -2.3868  0.24
H2 0.7651 -0.5952 -2.2951  0.27
H3 0.9108 -2.3106 -1.8158  0.22
H4 0.4718 -1.1832 1.5370  0.39
H5 1.6378 -1.6370 0.4137  0.39
H6 -2.3344 -1.0260 -0.5795  0.20
H7 -0.6018 1.8842 2.5355  0.24
H8 0.6353 2.7644 1.6255  0.23
H9 0.9559 1.1204 2.2023  0.21

The SMILES is C/C(N)=C/N=C(/C)C#N. As for the charge: 0. The HOMO-LUMO gap (spin up / spin down) comes out at 7.24 / 7.24 eV.

Stability check: which of them is least stable? <a>.

<a>
Here is an isolated ion of composition C3H6N3O and charge +1 from OMol25. Energies are from ωB97M-V/def2-TZVPD.

Each line ends with the natural charge from an NBO analysis.
CARTESIAN COORDINATES (ANGSTROEM)
O1 0.0438 2.2117 1.0365  -0.71
C1 0.9126 1.2590 0.3734  -0.07
C2 0.1206 0.0245 -0.0784  0.13
C3 0.3821 -1.0259 -0.8914  -0.03
N1 -0.6047 -1.9628 -0.8107  -0.26
N2 -1.4757 -1.5434 0.1134  0.06
N3 -1.0077 -0.3804 0.5229  -0.25
H1 -0.4195 2.8241 0.4830  0.50
H2 1.3516 1.6777 -0.4237  0.21
H3 1.5282 0.8484 1.1824  0.23
H4 1.1788 -1.2636 -1.4617  0.24
H5 -0.5612 -2.8833 -1.2458  0.47
H6 -1.4490 0.2140 1.2001  0.47

The SMILES is OCc1c[nH]n[nH+]1. As for the charge: +1. The HOMO-LUMO gap comes out at 11.10 eV.

<b>
Here is an isolated ion of composition C3H6N3O and charge +1 from OMol25. Energies are from ωB97M-V/def2-TZVPD.

Each line ends with the natural charge from an NBO analysis.
CARTESIAN COORDINATES (ANGSTROEM)
N1 -1.3581 -1.0335 -0.2112  -0.77
C1 -1.3241 0.5455 0.2168  -0.03
N2 -0.1349 1.3479 -0.0605  -0.45
C2 1.1001 1.0745 -0.2074  0.33
N3 1.7056 -0.1578 -0.0054  -0.67
C3 2.9130 -0.2924 0.0088  0.93
O1 3.9627 -0.5699 0.0371  -0.35
H1 -2.1539 -1.2344 -0.8276  0.45
H2 -0.6128 -1.7567 -0.0287  0.48
H3 -2.1111 -1.2686 0.5886  0.44
H4 -1.6251 0.5366 1.2410  0.22
H5 -2.2042 0.9525 -0.2188  0.23
H6 1.8428 1.8561 -0.5327  0.20

The SMILES is [NH3+]C/N=C\N=C=O. As for the charge: +1. The HOMO-LUMO gap comes out at 10.21 eV.

Stability check: which of them is least stable? <b>.